Entry from the Open Molecules 2025 dataset: 3 unconnected molecules or ions with the total composition C5H14O2 at a distorted geometry (ωB97M-V/def2-TZVPD).

Geometry as XYZ:
```
21
Properties=species:S:1:pos:R:3:forces:R:3:lowdin_charge:R:1
C 1.95026 -3.40083 0.74922 0.41 -0.10 -0.45 -0.008
C 0.72052 -3.02428 0.43869 -0.39 1.39 -0.10 -0.183
C 0.39263 -1.53085 0.34996 0.27 -0.04 0.56 -0.240
C -0.15465 -0.94270 1.65509 0.11 -0.11 0.29 -0.271
C -1.49558 -1.58151 2.04402 0.05 0.61 0.16 -0.110
H 2.66861 -2.63165 1.03809 -0.09 -0.09 -0.21 0.063
H 2.38662 -4.38073 0.59170 -0.44 -0.21 0.48 0.050
H -0.14822 -3.62505 0.19701 0.47 -0.68 -0.09 0.096
H 1.30774 -0.99581 0.07576 -0.15 -0.03 -0.10 0.100
H -0.35426 -1.38176 -0.43676 0.13 0.03 -0.04 0.102
H -0.16967 0.14870 1.64290 -0.49 0.06 -0.52 0.096
H 0.56494 -1.10212 2.45461 0.22 -0.41 0.11 0.099
H -1.33296 -2.41024 2.72877 -0.10 -0.21 -0.13 0.069
H -2.14745 -0.86630 2.55893 0.09 -0.14 -0.10 0.068
H -2.01790 -1.92833 1.15022 -0.09 -0.06 0.12 0.068
O -1.39370 1.97349 -2.98276 -0.26 0.29 -0.05 -0.063
H -1.25694 1.34783 -3.70404 0.25 0.01 0.42 0.036
H -0.78286 1.79032 -2.26146 0.03 -0.30 -0.35 0.027
O 0.39464 6.43029 -1.31876 0.12 0.49 0.15 -0.062
H 0.04147 5.60417 -0.97858 0.10 -0.10 -0.44 0.028
H 0.70513 6.32308 -2.22544 -0.23 -0.39 0.28 0.035
```
Forces are in eV/Å.

## Properties
**Orbital gap**: 10.1 eV
**Spin multiplicity**: 1
**HOMO level**: -9.70 eV
**LUMO**: 0.0150 hartree

---

Entry from the Open Molecules 2025 dataset: 2 unconnected molecules or ions with the total composition C5H14O2 at a distorted geometry (ωB97M-V/def2-TZVPD).

Geometry as XYZ:
```
21
Properties=species:S:1:pos:R:3:forces:R:3:lowdin_charge:R:1
C 1.01213 -1.64136 0.51074 -0.04 -0.09 0.72 -0.109
C 0.67441 -1.24450 -0.92030 -2.35 -0.78 -0.89 -0.297
C 0.86090 0.21248 -1.40275 3.72 -1.39 -2.91 -0.266
C 0.23718 1.32502 -0.64857 1.58 2.46 1.75 -0.226
C -1.14036 0.93044 -0.21442 -1.82 -1.31 0.22 -0.261
O -1.82656 0.11733 -1.18070 0.49 0.16 -2.23 -0.131
H 1.32138 -0.73552 1.03770 -0.12 -0.14 0.41 0.049
H 1.90772 -2.30852 0.55160 -0.94 0.25 0.09 0.080
H 0.09798 -2.10519 1.04279 1.68 0.63 -0.73 0.105
H -0.37672 -1.65470 -1.10857 1.32 0.93 0.06 0.116
H 1.26384 -1.76889 -1.63618 0.65 -0.83 -0.32 0.081
H 0.74284 0.24742 -2.58720 -0.71 -0.05 2.31 0.141
H 2.04511 0.26309 -1.50431 -2.09 0.61 0.86 0.145
H 0.37327 2.33363 -1.17224 -0.73 -1.42 0.35 0.134
H 0.83058 1.53209 0.32601 -0.79 -0.50 -1.37 0.134
H -1.89430 1.70230 -0.00376 0.85 0.35 0.34 0.119
H -1.09783 0.23585 0.68465 0.17 0.95 -0.82 0.105
H -1.35799 0.12981 -2.07765 -0.91 0.14 2.07 0.110
O 0.17242 0.31917 3.23019 2.11 -2.89 -0.78 -0.007
H -0.33613 0.08359 2.46632 -0.56 0.13 -0.38 -0.012
H -0.15209 1.06054 3.63674 -1.53 2.78 1.24 -0.010
```
Forces are in eV/Å.

## Properties
**Orbital gap**: 10.7 eV
**Spin multiplicity**: 1
**HOMO level**: -9.85 eV
**LUMO**: 0.0305 hartree

---

Entry from the Open Molecules 2025 dataset: 2 unconnected molecules or ions with the total composition C5H14O2 at a distorted geometry (ωB97M-V/def2-TZVPD).

Geometry as XYZ:
```
21
Properties=species:S:1:pos:R:3:forces:R:3:lowdin_charge:R:1
C -0.56664 1.91390 -0.53075 1.57 -0.69 -2.42 -0.076
C 0.17410 0.59258 -0.66237 0.43 -0.55 0.40 -0.412
C -0.63046 -0.45926 -1.43494 1.20 -1.87 -1.39 -0.089
C 0.52759 0.10514 0.79221 -0.61 -0.58 -1.69 -0.173
C 1.73037 -0.77250 0.84423 0.51 -1.51 -1.10 -0.265
O 2.79021 -0.13652 0.11382 0.92 0.18 0.93 -0.088
H 0.19023 2.55763 -0.13077 -0.01 1.04 0.16 0.072
H -0.81285 2.15731 -1.58656 -0.20 0.59 0.83 0.093
H -1.40814 1.87397 0.08628 -1.43 -0.09 0.90 0.061
H 1.13572 0.80155 -1.24865 -1.32 -0.42 0.91 0.148
H -1.59987 -0.81012 -1.09753 -0.05 0.14 1.01 0.048
H 0.00480 -1.41040 -1.64265 -0.97 1.45 0.50 0.107
H -0.95365 -0.15854 -2.43828 0.60 0.51 -0.07 0.071
H 0.68865 0.93376 1.42592 0.19 1.20 0.70 0.098
H -0.34887 -0.40719 1.17338 -0.16 -0.17 0.30 0.094
H 1.96497 -1.14085 1.86470 0.27 0.60 -0.43 0.123
H 1.59286 -1.70387 0.23901 -0.29 0.55 0.54 0.120
H 3.41302 0.33890 0.69121 -0.55 -0.33 -0.17 0.096
O -2.94600 -1.12146 1.10747 1.95 -2.06 0.65 -0.106
H -2.06901 -1.28818 0.65554 -1.47 0.61 0.38 0.010
H -2.87703 -1.86582 1.77873 -0.59 1.39 -0.94 0.068
```
Forces are in eV/Å.

## Properties
**Orbital gap**: 11.2 eV
**Spin multiplicity**: 1
**HOMO level**: -10.42 eV
**LUMO**: 0.0268 hartree

---

Entry from the Open Molecules 2025 dataset: 2 unconnected molecules or ions with the total composition C5H14O2 at a distorted geometry (ωB97M-V/def2-TZVPD).

Geometry as XYZ:
```
21
Properties=species:S:1:pos:R:3:forces:R:3:lowdin_charge:R:1
C 0.98662 -1.93240 -1.28238 1.04 -2.47 -0.73 -0.128
C 0.08779 -1.67115 -0.13455 0.33 1.92 2.45 -0.295
C -0.62588 -0.29904 -0.28045 -0.99 -0.98 2.47 -0.234
C 0.41262 0.81882 -0.19529 -1.10 1.43 -0.84 -0.186
C -0.23839 2.22640 0.16155 2.50 -0.51 -2.77 -0.212
O -0.23448 3.08197 -1.01239 -0.17 0.01 -0.02 -0.109
H 1.72283 -2.72961 -1.02916 -0.47 0.28 0.00 0.082
H 1.65238 -1.13866 -1.63975 -0.73 0.25 0.15 0.075
H 0.39899 -2.38773 -2.08321 0.21 0.45 -0.46 0.075
H 0.68067 -1.66289 0.81599 0.07 0.85 -0.69 0.106
H -0.56754 -2.42433 0.25946 -0.84 -0.96 -1.19 0.097
H -1.38596 -0.16589 0.55959 1.27 -0.24 -0.33 0.092
H -1.41148 -0.31288 -1.04502 0.97 0.36 -1.01 0.112
H 0.87314 0.94953 -1.18509 -0.02 0.13 0.20 0.102
H 1.26979 0.62214 0.46438 -0.64 -0.39 0.15 0.118
H 0.54013 2.76271 0.70868 -1.04 -0.09 1.19 0.116
H -1.27100 2.12807 0.42888 -0.30 0.05 1.25 0.100
H -0.53650 2.57829 -1.77111 -0.14 -0.09 -0.08 0.069
O -0.45696 -0.33023 2.87971 0.09 0.13 0.22 -0.046
H -1.31298 -0.71805 2.68909 -0.12 -0.15 0.01 0.036
H -0.58379 0.60490 2.69106 0.08 0.04 0.04 0.033
```
Forces are in eV/Å.

## Properties
**Orbital gap**: 11.0 eV
**Spin multiplicity**: 1
**HOMO level**: -10.20 eV
**LUMO**: 0.0281 hartree

---

Entry from the Open Molecules 2025 dataset: 2 unconnected molecules or ions with the total composition C5H14O2 at a distorted geometry (ωB97M-V/def2-TZVPD).

Geometry as XYZ:
```
21
Properties=species:S:1:pos:R:3:forces:R:3:lowdin_charge:R:1
C 1.37536 0.76424 -0.14594 -0.54 0.34 0.31 -0.079
C -0.06033 0.39318 -0.51130 -0.08 -0.54 -1.05 -0.441
C -1.02480 0.80373 0.58491 -0.38 -0.08 -0.42 -0.079
C -0.20925 -1.08801 -0.96613 0.46 0.55 0.62 -0.164
C -1.28768 -1.27756 -2.02663 0.24 0.25 0.01 -0.279
O -1.85719 -2.57317 -2.03759 -0.34 -0.03 0.56 -0.070
H 2.04914 0.34914 -0.87645 0.47 -0.12 -0.13 0.068
H 1.47104 1.84908 -0.14504 0.09 0.11 -0.13 0.078
H 1.65419 0.47345 0.86726 0.03 -0.38 -0.03 0.072
H -0.28948 0.94471 -1.43756 -0.03 0.27 0.28 0.131
H -0.77489 1.81008 0.88844 -0.04 0.26 0.41 0.074
H -0.97895 0.11386 1.41466 0.36 -0.09 0.51 0.073
H -2.07980 0.80085 0.30550 0.03 0.03 -0.37 0.074
H 0.76247 -1.41361 -1.34740 -0.13 -0.16 -0.06 0.108
H -0.40770 -1.70165 -0.08517 -0.17 -0.18 0.03 0.112
H -2.03723 -0.47931 -1.93742 -0.19 -0.22 0.15 0.114
H -0.83973 -1.14640 -3.00778 0.02 -0.01 -0.17 0.118
H -2.25335 -2.71968 -1.16081 0.19 -0.01 -0.51 0.090
O 2.14073 1.72194 3.79071 0.18 0.03 -0.03 -0.065
H 1.59108 0.95008 3.95633 0.11 -0.02 0.02 0.029
H 3.05637 1.42506 3.87740 -0.29 -0.01 0.00 0.037
```
Forces are in eV/Å.

## Properties
**Orbital gap**: 11.0 eV
**Spin multiplicity**: 1
**HOMO level**: -10.22 eV
**LUMO**: 0.0270 hartree

---

Entry from the Open Molecules 2025 dataset: 2 unconnected molecules or ions with the total composition C5H14O2S (ωB97M-V/def2-TZVPD).

Geometry as XYZ:
```
22
Properties=species:S:1:pos:R:3:forces:R:3:lowdin_charge:R:1
O 0.02960 2.88468 3.22796 0.63 -0.09 -0.19 -0.090
C -0.05535 3.92528 2.26071 -0.38 0.16 0.10 -0.275
C 0.46040 3.51026 0.88786 -0.17 -0.03 -0.23 -0.185
C 1.96476 3.28335 0.85936 0.39 0.20 -0.05 -0.255
O 2.39301 2.23959 1.75045 -0.40 -0.51 -0.46 -0.099
H 0.94757 2.54506 3.17911 -0.57 0.18 0.04 0.069
H -1.12710 4.19540 2.19876 0.52 -0.09 0.02 0.120
H 0.49835 4.82108 2.60191 -0.16 -0.22 -0.07 0.118
H -0.06655 2.59244 0.56326 0.17 0.34 0.08 0.121
H 0.22337 4.30977 0.15982 0.05 -0.32 0.24 0.121
H 2.31232 3.07174 -0.17014 -0.13 0.08 0.40 0.118
H 2.49163 4.19057 1.21266 -0.24 -0.39 -0.19 0.125
H 2.06285 1.39036 1.38962 0.27 0.56 0.32 0.090
C 1.71348 -1.75578 3.90783 0.14 0.11 0.06 -0.190
C 0.80307 -2.55367 2.98500 -0.10 -0.47 0.09 -0.644
S 0.30751 -1.64546 1.48827 -0.09 0.23 0.17 0.656
H 2.62171 -1.43625 3.36966 -0.35 -0.08 0.25 0.070
H 2.01481 -2.37229 4.77138 -0.10 0.25 -0.27 0.072
H 1.19173 -0.85853 4.28109 0.25 -0.31 -0.10 0.068
H 1.32638 -3.44878 2.59722 -0.29 0.40 0.21 0.065
H -0.10482 -2.89841 3.51635 0.48 0.15 -0.31 0.069
H -0.32912 -0.64141 2.12786 0.07 -0.15 -0.11 -0.146
```
Forces are in eV/Å.

## Properties
**Orbital gap**: 10.0 eV
**Spin multiplicity**: 1
**HOMO level**: -9.21 eV
**LUMO**: 0.0284 hartree

---

Entry from the Open Molecules 2025 dataset: 3 unconnected molecules or ions with the total composition C5H14O3 at a distorted geometry (ωB97M-V/def2-TZVPD).

Geometry as XYZ:
```
22
Properties=species:S:1:pos:R:3:forces:R:3:mulliken_spin:R:1
O -1.65536 1.51804 0.61818 -0.51 0.00 0.19 0.599
C -0.68342 1.62267 -0.01982 1.33 0.04 -0.66 0.030
C 0.35894 0.48873 -0.28885 -0.41 -1.95 -0.15 0.159
C 1.52689 0.61014 0.69710 -0.18 0.25 0.38 0.020
C 1.16246 1.30598 2.01448 -0.12 0.25 0.08 0.018
C 2.07204 -0.82050 0.98512 0.37 0.64 0.16 0.037
H -0.31566 2.57055 -0.48090 -0.39 0.22 0.12 0.114
H -0.17226 -0.46382 -0.17286 -0.25 0.32 0.41 0.013
H 0.69676 0.45621 -1.32547 -0.18 0.74 -0.12 -0.001
H 2.22968 1.24174 0.14993 0.35 -0.15 0.37 0.002
H 1.03930 2.38252 1.84861 0.14 -0.01 0.24 -0.001
H 1.92915 1.13116 2.76602 0.26 0.31 -0.18 0.000
H 0.25332 0.94565 2.50573 -0.10 -0.27 -0.38 0.002
H 1.52912 -1.61396 0.48816 0.03 -0.14 -0.13 0.000
H 3.12871 -0.85655 0.72402 -0.05 -0.11 -0.31 0.007
H 2.04864 -0.97393 2.06057 -0.26 -0.22 0.02 -0.002
H -2.26314 -1.05247 -0.71635 0.02 0.39 -0.50 0.000
H -2.62615 -2.41408 -0.30591 -0.11 -1.39 -0.12 0.000
O -2.69289 -1.52329 -0.00949 0.10 0.99 0.52 0.003
H -0.71315 -2.00624 -3.54630 0.22 0.01 0.82 0.000
H 0.61324 -2.25901 -4.03004 0.63 -0.04 0.60 0.000
O 0.18922 -2.07795 -3.17233 -0.89 0.12 -1.35 0.000
```
Forces are in eV/Å.

## Properties
**Orbital gap (alpha / beta)**: 9.6 / 5.6 eV
**Net charge**: +1
**Spin multiplicity**: 2
**HOMO level (alpha / beta)**: -14.94 / -14.94 eV
**<S²>**: 0.757
**LUMO (alpha / beta)**: -0.1963 / -0.3422 hartree

---

Entry from the Open Molecules 2025 dataset: 2 unconnected molecules or ions with the total composition C5H14OS at a distorted geometry (ωB97M-V/def2-TZVPD).

Geometry as XYZ:
```
21
Properties=species:S:1:pos:R:3:forces:R:3:lowdin_charge:R:1
C 1.49712 0.10315 -0.02237 1.87 -0.40 -2.60 -0.157
C 0.14949 0.47560 0.56260 -1.70 3.10 1.46 -0.322
C -1.04058 -0.51182 0.38997 0.32 -0.41 1.39 -0.340
C -1.05222 -1.10672 -0.97916 0.15 -2.51 -0.01 -0.585
S -1.54602 0.19399 -2.15425 1.08 -2.45 -1.39 0.805
C -0.98522 -0.82958 -3.66797 1.89 0.24 1.25 -0.369
H 1.51896 -0.09112 -1.23069 -0.43 1.42 2.63 0.110
H 2.50351 0.69994 0.23584 -2.72 -1.12 -0.31 0.115
H 1.64235 -0.93561 0.18521 0.67 -0.82 0.95 0.034
H -0.15777 1.55293 0.17927 0.54 -2.10 0.77 0.120
H 0.07761 0.51996 1.72523 1.22 0.56 -1.86 0.120
H -2.01111 -0.01989 0.51400 0.27 0.37 0.31 0.091
H -0.96328 -1.19914 1.32254 -0.19 0.31 -2.05 0.135
H -0.07224 -1.62100 -1.12925 -0.19 1.14 -0.59 0.076
H -1.67253 -2.03754 -1.11027 -0.29 1.20 0.31 0.091
H -1.21283 -1.90484 -3.76777 -1.21 0.72 0.29 0.043
H 0.13428 -0.93859 -3.67357 -0.73 0.73 0.40 0.038
H -1.20158 -0.19880 -4.49456 -0.55 0.02 -0.96 -0.005
O 1.71045 2.61640 5.42988 -1.46 0.12 0.08 -0.114
H 0.70770 2.71912 5.31366 2.39 -0.29 0.89 0.072
H 1.97389 2.51356 6.37167 -0.93 0.17 -0.97 0.041
```
Forces are in eV/Å.

## Properties
**Orbital gap**: 9.4 eV
**Spin multiplicity**: 1
**HOMO level**: -8.60 eV
**LUMO**: 0.0303 hartree

---

Entry from the Open Molecules 2025 dataset: 2 unconnected molecules or ions with the total composition C5H14OS at a distorted geometry (ωB97M-V/def2-TZVPD).

Geometry as XYZ:
```
21
Properties=species:S:1:pos:R:3:forces:R:3:lowdin_charge:R:1
C -1.89818 0.34351 1.11514 -0.03 0.90 0.09 -0.108
C -1.25246 0.79124 -0.20440 0.09 0.00 -0.28 -0.274
C -0.05998 -0.05994 -0.62721 0.62 0.46 -0.11 -0.301
C 1.17764 0.18858 0.25517 -0.61 -0.06 0.19 -0.523
S 2.08477 1.65728 -0.29529 0.21 0.19 0.27 0.779
C 3.66486 1.39029 0.61401 -1.15 -0.15 -0.29 -0.389
H -1.53262 0.96885 1.93450 0.19 -0.23 0.06 0.066
H -2.97637 0.53595 1.12641 0.11 -0.39 -0.15 0.068
H -1.66712 -0.69514 1.35086 -0.25 -0.03 -0.06 0.073
H -0.86854 1.81793 -0.13979 -0.21 -0.06 0.20 0.095
H -1.96408 0.83225 -1.03720 -0.09 -0.25 0.25 0.103
H 0.17905 0.21249 -1.64938 0.23 0.02 -0.31 0.088
H -0.24850 -1.12580 -0.66057 -0.41 -0.28 0.23 0.103
H 0.81510 0.30642 1.29053 0.41 0.03 -0.21 0.079
H 1.86425 -0.64977 0.22148 0.07 -0.20 -0.04 0.070
H 4.32416 0.86081 -0.05662 0.45 0.02 0.04 0.020
H 3.41047 0.75718 1.46034 0.23 0.09 0.17 0.027
H 4.05117 2.34596 0.95243 0.14 -0.05 -0.07 0.024
O -4.79477 -4.80834 -0.68399 0.24 0.00 -0.53 -0.068
H -5.32039 -5.61160 -0.74015 -0.04 -0.02 0.06 0.028
H -4.36368 -4.75037 -1.55341 -0.20 0.03 0.47 0.039
```
Forces are in eV/Å.

## Properties
**Orbital gap**: 9.2 eV
**Spin multiplicity**: 1
**HOMO level**: -8.36 eV
**LUMO**: 0.0328 hartree

---

Entry from the Open Molecules 2025 dataset: 2 unconnected molecules or ions with the total composition C5H14OS2 at a distorted geometry (ωB97M-V/def2-TZVPD).

Geometry as XYZ:
```
22
Properties=species:S:1:pos:R:3:forces:R:3:lowdin_charge:R:1
C -1.03685 -0.95000 1.93596 3.31 -2.08 1.80 -0.124
C -0.43924 -0.78896 0.54632 1.34 0.72 0.35 -0.369
C -1.51299 -0.34619 -0.38558 -2.73 1.48 0.54 -0.600
S -0.96842 0.74830 -1.73113 1.13 1.04 -0.52 0.474
S 1.14085 0.82246 -2.01677 -0.26 -0.66 -0.02 0.441
C 2.21662 2.11084 -1.13723 1.69 -1.58 0.23 -0.588
C 1.53981 2.76589 0.02717 -2.38 1.99 -0.02 -0.221
H -1.72234 -1.74850 2.06901 -1.05 -0.84 -0.67 0.052
H -0.25041 -1.31736 2.72239 -0.87 0.93 -1.41 0.107
H -1.48623 -0.11589 2.38201 -0.53 1.62 0.18 0.044
H 0.39975 -0.02440 0.48409 -1.17 -0.43 0.66 0.068
H 0.14463 -1.63961 0.18775 -0.70 -0.42 0.07 0.093
H -2.29926 0.35643 0.25996 1.93 -1.70 -1.68 0.124
H -2.16805 -1.13359 -0.87123 1.05 0.62 0.68 0.072
H 2.63823 2.71022 -2.01242 -0.72 -0.38 1.54 0.074
H 3.10165 1.55034 -0.61956 -1.43 0.38 -1.58 0.091
H 2.22145 3.09096 0.87699 -0.91 -0.63 -1.11 0.087
H 1.01524 3.69852 -0.39459 0.63 -1.07 0.99 0.090
H 0.65074 2.10108 0.35509 1.68 1.07 -0.02 0.055
O -0.80411 -3.72209 -1.00926 -2.17 -0.17 -1.02 -0.109
H -1.75456 -3.84866 -1.40913 2.91 -0.08 1.67 0.101
H -0.62649 -4.31979 -0.25985 -0.76 0.19 -0.67 0.040
```
Forces are in eV/Å.

## Properties
**Orbital gap**: 9.1 eV
**Spin multiplicity**: 1
**HOMO level**: -8.52 eV
**LUMO**: 0.0206 hartree

---

Energy relative to the best compared isomer or geometry (same formula, charge and spin), respectively: 1.095; 1.715; 0.883; 1.409; 0.303; 0.292; 0.357; 2.003; 0.242; 2.205 eV.